1.
2 unconnected molecules or ions with the total composition C9H14 in a non-equilibrium geometry, computed with ωB97M-V/def2-TZVPD.

Computed properties:
E_HOMO	-0.3288	Eh
total energy	-9558.245	eV
frontier orbital gap	9.91	eV
SMILES string	Cc1ccccc1.CC
relative energy (zero: lowest compared OMol25 entry of this formula, charge and spin)	44.7	kcal per mole

XYZ file:
```
23
C9H14 ωB97M-V/def2-TZVPD
C 1.57985 -0.91021 -1.35274
C 1.24819 0.44465 -0.85184
C 0.38903 1.24612 -1.64267
C 0.15986 2.53335 -1.13627
C 0.60673 2.87232 0.10447
C 1.18247 2.00879 0.97227
C 1.67560 0.78351 0.40986
H 2.30790 -1.44414 -0.63378
H 2.02466 -0.61937 -2.36346
H 0.79663 -1.63019 -1.60734
H -0.04904 0.84527 -2.49747
H -0.40952 3.29285 -1.73588
H 0.23572 3.85392 0.47723
H 1.16459 2.11734 2.06764
H 2.07376 0.00624 1.16469
C -2.53151 -1.76968 1.36901
C -1.16155 -2.02149 0.71614
H -2.98991 -0.89206 1.54838
H -3.32382 -2.19379 0.75527
H -2.68573 -2.15925 2.44318
H -0.85584 -3.06168 0.81445
H -0.25057 -1.52730 1.32846
H -1.18750 -1.77519 -0.34959
```

---

2.
2 unconnected molecules or ions with the total composition C9H14 in a non-equilibrium geometry, computed with ωB97M-V/def2-TZVPD.

Computed properties:
E_HOMO	-0.3334	Eh
total energy	-9560.026	eV
frontier orbital gap	10.08	eV
SMILES string	Cc1ccccc1.CC
relative energy (zero: lowest compared OMol25 entry of this formula, charge and spin)	3.6	kcal per mole

XYZ file:
```
23
C9H14 ωB97M-V/def2-TZVPD
C 1.83269 0.50066 -2.15506
C 1.37609 0.44586 -0.72358
C 1.52983 -0.73523 -0.00277
C 1.06741 -0.80213 1.30694
C 0.40500 0.27263 1.88342
C 0.23781 1.44350 1.15786
C 0.76817 1.54257 -0.11970
H 1.88066 1.52681 -2.54312
H 1.21607 -0.07600 -2.83865
H 2.87279 0.17026 -2.25486
H 1.98017 -1.63737 -0.40324
H 1.21106 -1.70743 1.88478
H 0.00250 0.14348 2.88071
H -0.29241 2.27218 1.61344
H 0.72413 2.48378 -0.66338
C -2.52849 -0.87952 0.33578
C -3.24738 -1.28057 -0.94924
H -3.22524 -0.98960 1.16921
H -1.63814 -1.49097 0.46741
H -2.19515 0.15710 0.30169
H -4.19825 -0.76275 -1.04783
H -3.48378 -2.34601 -0.90382
H -2.65661 -1.18906 -1.86079
```